a:
ORCA calculation (wB97M-V/def2-TZVPD) on a 13-piece molecular cluster, H26O13 overall.

Values from the calculation:
Kohn-Sham gap: 0.3558 hartree
multiplicity: 1
HOMO energy: -9.78 eV
LUMO level: -0.10 eV

Last columns: bonded neighbours and bond lengths (Å).
Cartesian coordinates (Å):
1 O 0.69 -1.34 -2.84  H2 0.955, H3 0.989
2 H 0.09 -1.17 -3.56  O1 0.955
3 H 1.09 -0.47 -2.61  O1 0.989
4 O -2.73 -1.17 -1.33  H5 0.881, H6 0.929
5 H -2.54 -1.33 -0.48  O4 0.881
6 H -2.35 -0.34 -1.49  O4 0.929
7 O 0.30 -0.21 0.41  H8 0.951, H9 0.989
8 H 0.07 -1.04 0.01  O7 0.951
9 H 0.80 0.17 -0.36  O7 0.989
10 O -0.80 2.88 0.75  H11 0.952, H12 0.924
11 H -0.63 2.17 1.36  O10 0.952
12 H -1.63 3.19 1.02  O10 0.924
13 O -2.15 1.44 -1.35  H14 0.949, H15 0.940
14 H -2.99 1.80 -1.12  O13 0.949
15 H -1.38 1.81 -0.96  O13 0.940
16 O -0.51 -3.46 1.64  H17 1.002, H18 0.904
17 H 0.26 -4.09 1.74  O16 1.002
18 H -0.48 -3.15 0.79  O16 0.904
19 O 1.30 -0.09 3.23  H20 1.117, H21 0.867
20 H 1.06 0.08 2.15  O19 1.117
21 H 2.03 -0.55 3.10  O19 0.867
22 O 3.45 -1.01 -0.55  H23 1.038, H24 0.946
23 H 3.41 -0.78 0.47  O22 1.038
24 H 3.38 -0.11 -0.83  O22 0.946
25 O 0.25 -2.78 -0.78  H26 0.952, H27 1.037
26 H 0.34 -2.17 -1.50  O25 0.952
27 H 1.11 -3.34 -0.68  O25 1.037
28 O -2.14 -1.19 1.46  H29 0.858, H30 0.981
29 H -1.67 -1.81 1.84  O28 0.858
30 H -1.81 -0.43 1.98  O28 0.981
31 O -0.90 1.09 3.14  H32 0.960, H33 0.931
32 H 0.03 0.82 3.10  O31 0.960
33 H -1.13 1.32 4.02  O31 0.931
34 O 1.52 1.17 -2.27  H35 1.004, H36 0.965
35 H 1.93 1.37 -3.17  O34 1.004
36 H 1.31 2.11 -2.28  O34 0.965
37 O 0.73 3.40 -1.53  H38 0.937, H39 0.952
38 H 0.15 4.06 -1.88  O37 0.937
39 H 0.53 3.13 -0.64  O37 0.952

Atom charges from the natural (NBO) analysis, given in e for atoms 1 to 6:
1 O -0.97
2 H 0.49
3 H 0.50
4 O -0.97
5 H 0.47
6 H 0.47

***

b:
ORCA calculation (wB97M-V/def2-TZVPD) on a 13-piece molecular cluster, H26O13 overall.

Values from the calculation:
Kohn-Sham gap: 0.3499 hartree
multiplicity: 1
HOMO energy: -9.88 eV
LUMO level: -0.36 eV

Last columns: bonded neighbours and bond lengths (Å).
Cartesian coordinates (Å):
1 H 1.08 0.91 -0.25  O27 0.968
2 H -0.04 0.80 0.59  O27 0.909
3 H 3.83 2.16 -1.85  O28 0.988
4 H 2.38 1.84 -1.71  O28 0.928
5 H -0.33 4.37 2.32  O29 0.927
6 H -1.42 5.22 1.51  O29 0.982
7 H 3.18 1.55 2.12  O30 0.987
8 H 2.84 2.92 2.49  O30 0.922
9 H 3.28 -0.83 -1.47  O31 0.972
10 H 2.01 -0.92 -0.54  O31 0.995
11 H 0.58 -0.74 3.08  O32 1.023
12 H -0.40 0.19 2.40  O32 0.945
13 H -2.37 -0.94 -3.87  O33 0.958
14 H -0.89 -1.07 -3.56  O33 0.963
15 H -2.62 -2.38 0.07  O34 0.964
16 H -2.03 -0.96 0.12  O34 0.987
17 H -4.38 2.17 0.20  O35 0.979
18 H -3.67 1.40 -0.83  O35 0.945
19 H 1.77 -1.39 -3.29  O36 0.994
20 H 1.27 -1.48 -4.82  O36 0.972
21 H -0.82 -0.61 -0.89  O37 1.020
22 H -2.20 -0.46 -1.47  O37 0.965
23 H 0.65 -3.02 2.65  O38 0.960
24 H 2.01 -2.51 2.11  O38 0.974
25 H -2.32 -3.52 2.45  O39 0.913
26 H -1.25 -3.33 1.42  O39 0.954
27 O 0.84 0.57 0.62  H1 0.968, H2 0.909
28 O 2.93 2.56 -1.90  H3 0.988, H4 0.928
29 O -0.49 4.93 1.59  H5 0.927, H6 0.982
30 O 2.42 2.10 2.44  H7 0.987, H8 0.922
31 O 2.67 -1.46 -1.06  H9 0.972, H10 0.995
32 O -0.37 -0.37 3.16  H11 1.023, H12 0.945
33 O -1.69 -0.60 -3.30  H13 0.958, H14 0.963
34 O -2.77 -1.49 -0.26  H15 0.964, H16 0.987
35 O -3.47 2.04 -0.15  H17 0.979, H18 0.945
36 O 1.24 -1.91 -3.95  H19 0.994, H20 0.972
37 O -1.41 0.08 -1.37  H21 1.020, H22 0.965
38 O 1.53 -2.75 2.93  H23 0.960, H24 0.974
39 O -1.55 -3.05 2.28  H25 0.913, H26 0.954

Atom charges from the natural (NBO) analysis, given in e for atoms 1 to 6:
1 H 0.46
2 H 0.48
3 H 0.46
4 H 0.45
5 H 0.48
6 H 0.48

***

c:
ORCA calculation (wB97M-V/def2-TZVPD) on a 13-piece molecular cluster, H26O13 overall.

Values from the calculation:
Kohn-Sham gap: 0.3837 hartree
multiplicity: 1
HOMO energy: -10.91 eV
LUMO level: -0.47 eV

Last columns: bonded neighbours and bond lengths (Å).
Cartesian coordinates (Å):
1 H 0.57 0.50 -0.03  O27 0.964
2 H -0.22 0.06 1.19  O27 0.964
3 H 1.16 -4.41 1.10  O28 0.964
4 H 2.47 -4.99 1.60  O28 0.964
5 H 0.85 -2.15 4.33  O29 0.964
6 H 0.21 -3.37 4.98  O29 0.964
7 H -1.76 0.51 -1.00  O30 0.964
8 H -2.08 1.95 -0.65  O30 0.964
9 H -2.23 -0.79 1.64  O31 0.964
10 H -1.92 0.69 1.76  O31 0.964
11 H -4.02 3.95 1.57  O32 0.964
12 H -2.66 3.61 0.98  O32 0.964
13 H -0.45 -0.15 -4.00  O33 0.964
14 H -0.35 0.79 -2.81  O33 0.964
15 H 1.13 3.86 -1.27  O34 0.964
16 H 2.50 3.49 -1.80  O34 0.964
17 H 2.75 1.14 -0.42  O35 0.964
18 H 3.59 1.32 0.84  O35 0.964
19 H -0.13 -2.61 -2.36  O36 0.964
20 H -0.06 -3.35 -1.04  O36 0.964
21 H 2.63 -2.35 -0.45  O37 0.964
22 H 1.96 -1.92 0.84  O37 0.964
23 H -2.04 -1.83 -2.79  O38 0.964
24 H -2.28 -3.32 -2.59  O38 0.964
25 H 0.41 4.85 1.49  O39 0.964
26 H 1.52 5.30 0.56  O39 0.964
27 O 0.40 -0.27 0.53  H1 0.964, H2 0.964
28 O 1.63 -5.24 1.21  H3 0.964, H4 0.964
29 O 0.78 -3.11 4.25  H5 0.964, H6 0.964
30 O -2.32 1.24 -1.27  H7 0.964, H8 0.964
31 O -2.14 -0.08 2.29  H9 0.964, H10 0.964
32 O -3.54 3.91 0.73  H11 0.964, H12 0.964
33 O -0.25 0.76 -3.77  H13 0.964, H14 0.964
34 O 1.57 3.24 -1.85  H15 0.964, H16 0.964
35 O 2.89 1.74 0.32  H17 0.964, H18 0.964
36 O -0.31 -3.47 -1.97  H19 0.964, H20 0.964
37 O 1.83 -1.93 -0.12  H21 0.964, H22 0.964
38 O -2.74 -2.47 -2.59  H23 0.964, H24 0.964
39 O 0.65 4.90 0.56  H25 0.964, H26 0.964

Atom charges from the natural (NBO) analysis, given in e for atoms 1 to 6:
1 H 0.48
2 H 0.46
3 H 0.47
4 H 0.46
5 H 0.47
6 H 0.47

***

The structure with the least stability is b.